(1)
C3H3FeLi2O3 as an isolated structure. Source: the OMol25 dataset; level of theory: wB97M-V/def2-TZVPD.

Cartesian coordinates (Å):
O (-1.2665, 0.3721, 0.9653)
Li (-1.9441, -0.3531, 2.5254)
C (-0.0084, 0.3324, 0.9397)
O (0.5457, -0.3314, -0.1096)
C (1.8903, 0.1961, -0.4354)
H (1.7611, 0.9420, -1.2349)
H (2.4430, -0.6523, -0.8673)
Fe (2.2028, 0.7585, 1.5597)
C (0.4037, -0.1311, 3.0724)
O (1.6882, -0.3629, 3.1141)
Li (1.1481, -2.1114, 2.8445)
H (0.1663, 0.8840, 3.4700)

Forces on atoms 1 to 2 (eV/Å):
1.8 -0.1 0.3
0.5 0.2 -0.3

Results
- Expectation value of S²: 6.014
- Net charge: +1
- Energy above the lowest of the compared OMol25 structures with the same formula, charge and spin: 0.0 kcal/mol
- HOMO level (spin up / spin down): -12.003 / -12.388 eV
- Multiplicity: 5

---

(2)
C3H3FeLiO3 as an isolated structure. Source: the OMol25 dataset; level of theory: wB97M-V/def2-TZVPD.

Cartesian coordinates (Å):
O (1.2940, 1.0226, 1.1565)
C (0.4070, 1.7625, 1.1930)
C (-0.8857, 1.7888, 0.6688)
Li (2.4919, 0.4935, -0.2592)
Fe (0.4530, 0.5452, -0.9212)
H (-0.9171, 1.9462, 1.8090)
H (-1.5433, 0.9241, 0.6620)
O (-0.9644, -1.8788, -0.4951)
C (-0.0317, -1.4252, -1.3453)
O (0.6366, -2.3432, -1.8876)
H (-0.9404, -2.8357, -0.5809)

Forces on atoms 1 to 2 (eV/Å):
7.9 -5.5 -1.7
-5.9 3.8 -1.0

Results
- Expectation value of S²: 8.774
- Net charge: +1
- Energy above the lowest of the compared OMol25 structures with the same formula, charge and spin: 124.6 kcal/mol
- HOMO level (spin up / spin down): -12.388 / -13.245 eV
- Multiplicity: 6

---

Question: What is the expectation value of S² in the second record?
Answer: 8.774

---

Question: The lowest expectation value of S² belongs to which entry?
Answer: C3H3FeLi2O3